Record 1
C6H12O as an isolated structure. Source: the OMol25 dataset; level of theory: wB97M-V/def2-TZVPD.

Summary:
**Orbital gap**: 0.3001 hartree
**Energy**: -8460.065 eV
**F_max**: 0.55 eV/A
**E_HOMO**: -8.03 eV
**Energy above the lowest of the compared OMol25 structures with the same formula, charge and spin**: 4.289 eV

```
19
Properties=species:S:1:pos:R:3:forces:R:3
C -0.01842 2.05419 1.89534 0.0 0.0 0.0
C 0.29685 1.36774 0.56859 0.0 0.0 -0.1
C 0.21364 -0.15652 0.67134 -0.1 0.0 0.0
C 0.59376 -0.86485 -0.61009 0.2 -0.3 0.3
C -0.81931 -0.82485 -1.88615 -0.1 0.1 -0.4
O -1.63143 -1.79538 -1.60090 -0.3 0.0 -0.1
C 0.24153 -2.20078 -0.80896 0.5 0.2 0.2
H -1.02137 1.78625 2.24776 0.1 0.0 -0.1
H 0.69661 1.75535 2.67109 -0.1 0.0 -0.1
H 0.02444 3.14415 1.80290 0.0 -0.2 0.0
H 1.30380 1.65530 0.23449 -0.1 -0.1 0.0
H -0.39819 1.72181 -0.20448 0.1 -0.1 0.1
H -0.81262 -0.44980 0.93546 0.1 0.0 0.0
H 0.85693 -0.48976 1.50152 -0.1 0.0 -0.2
H 1.44726 -0.47544 -1.16541 -0.2 0.0 0.0
H -0.15409 -0.90453 -2.77031 -0.1 0.0 0.2
H -1.18326 0.22506 -1.79751 0.1 -0.2 0.1
H -0.32017 -2.76458 -0.07126 0.0 0.1 -0.2
H 0.68405 -2.78336 -1.61344 -0.1 0.1 0.1
```
Positions in Å, forces in eV/Å.

How positive or negative is each atom? The natural (NBO) charges in e answer that: -0.603 -0.389 -0.421 -0.376 0.176 -0.763 0.020 0.205 0.201 0.212 0.193 0.198 0.215 0.204 0.228 0.117 0.138 0.225 0.218



Record 2
A 8-piece molecular cluster, C16H50ClN4O11 overall in a non-equilibrium geometry. Source: the OMol25 dataset; level of theory: wB97M-V/def2-TZVPD.

Summary:
**Orbital gap**: 0.3450 hartree
**Energy**: -58402.239 eV
**Charge**: -1
**F_max**: 1.53 eV/A
**E_HOMO**: -6.75 eV
**Energy above the lowest of the compared OMol25 structures with the same formula, charge and spin**: 0.196 eV

```
82
Properties=species:S:1:pos:R:3:forces:R:3
Cl -3.44595 -2.60735 4.03277 -1.1 -1.0 0.2
O -4.04899 -3.22746 2.87524 0.0 0.4 -0.4
O -4.28593 -1.52234 4.49221 0.1 0.4 0.0
O -3.40889 -3.60927 5.07323 0.7 0.4 0.1
O -2.14755 -2.08894 3.69649 0.3 -0.1 0.0
O -6.04516 -0.85047 2.05917 0.0 0.0 0.1
H -5.29638 -1.45871 2.04717 0.0 -0.1 -0.1
H -5.96561 -0.44451 2.93179 0.0 0.2 -0.2
O -2.13550 -1.16107 0.51315 0.1 0.0 0.0
H -2.01249 -1.39474 1.44351 -0.1 -0.1 0.1
H -1.25531 -1.21259 0.13070 0.0 0.0 0.0
O -7.12826 -4.56743 2.91011 0.0 0.0 -0.1
H -6.33150 -4.05405 2.71936 0.1 0.0 0.2
H -7.66583 -4.47377 2.11912 0.0 0.1 0.0
C -4.98104 1.73120 6.73328 -0.4 -0.1 0.1
C -6.34472 1.40868 6.14185 -0.1 0.0 0.1
C -7.17702 2.65932 5.90417 -0.2 -0.2 -0.8
O -7.42602 3.41429 7.07116 -0.3 -0.3 -0.3
C -8.44209 2.83849 7.88988 0.5 0.7 0.4
N -6.19298 0.69242 4.84943 -0.1 -0.3 0.9
H -5.07083 2.27556 7.67405 -0.1 0.2 -0.1
H -4.42747 2.33023 6.00735 0.2 0.0 0.1
H -4.44354 0.81008 6.96739 0.1 0.0 -0.2
H -6.91317 0.79078 6.85274 0.2 0.0 0.1
H -8.12445 2.37648 5.41868 -0.1 -0.2 0.3
H -6.70630 3.26382 5.12027 0.3 0.3 0.5
H -9.09219 3.66080 8.19806 -0.2 -0.1 0.0
H -7.97907 2.43114 8.79243 -0.1 -0.2 0.0
H -9.02697 2.06704 7.39182 0.0 0.0 -0.2
H -5.36538 0.10420 4.95508 0.0 0.1 -0.2
H -6.94819 0.00832 4.83670 0.0 0.1 -0.4
C -2.12953 -2.39950 8.24888 -0.7 -0.3 0.8
C -0.82822 -3.17551 8.28006 0.3 -0.3 -0.7
C -0.14668 -3.19303 6.89023 -0.1 0.8 0.1
O 1.23501 -3.49756 6.99065 0.2 -0.4 -0.3
C 1.52679 -4.86546 6.81520 -0.1 0.1 -0.6
N 0.01064 -2.65461 9.34160 -0.1 0.0 0.6
H -2.80877 -2.71733 7.45629 0.2 0.2 -0.3
H -1.98045 -1.31913 8.27547 0.2 0.0 -0.5
H -2.67092 -2.57941 9.18675 0.1 -0.1 -0.1
H -1.02607 -4.23178 8.49347 -0.2 0.1 0.4
H -0.19734 -2.20251 6.43615 0.2 0.0 0.2
H -0.67183 -3.85355 6.19250 0.0 -0.2 0.1
H 1.28562 -5.44754 7.70833 0.0 -0.2 0.0
H 2.57708 -4.97862 6.54075 0.1 0.2 0.4
H 0.99166 -5.26195 5.94214 -0.2 -0.1 0.2
H 0.35648 -1.72616 9.13598 0.0 0.0 -0.2
H 0.80738 -3.24428 9.52960 0.1 0.0 -0.2
C -1.59573 1.64605 7.02022 -0.2 0.3 0.0
C -1.69759 1.09839 5.60581 0.2 0.1 0.0
C -1.45798 2.19187 4.57233 0.5 0.0 0.2
O -1.35767 1.71032 3.24819 -0.5 0.3 0.1
C -2.63788 1.37586 2.70544 0.5 -0.4 -0.2
N -0.70950 0.00639 5.42910 -1.0 0.3 -0.3
H -2.05782 0.92367 7.69371 0.1 0.1 0.2
H -2.12374 2.60117 7.12212 -0.1 -0.2 0.0
H -0.56486 1.82477 7.32669 0.1 -0.2 -0.1
H -2.73497 0.75769 5.48468 0.2 -0.2 -0.2
H -0.50111 2.67533 4.79993 0.0 0.0 -0.1
H -2.25069 2.94549 4.66172 0.0 0.0 -0.1
H -3.10309 0.58221 3.29527 -0.2 0.0 -0.1
H -2.42664 0.99617 1.70815 -0.2 0.0 0.0
H -3.31764 2.22889 2.62219 0.1 0.2 0.2
H -0.69470 -0.16359 4.42337 0.2 0.0 0.0
H -1.21138 -0.81403 5.75678 0.3 -0.1 0.1
C -8.18343 -1.79509 7.81479 0.1 -0.7 -0.2
C -6.75797 -2.24915 7.52055 0.3 0.7 0.1
C -6.14698 -3.11900 8.60590 -0.6 -0.4 -0.4
O -6.16355 -2.41751 9.82672 0.2 0.1 0.1
C -5.51085 -3.12145 10.85529 -0.5 0.5 0.5
N -6.69993 -2.96242 6.24916 0.2 0.0 0.5
H -8.49924 -1.12871 7.00944 -0.1 0.3 0.2
H -8.25159 -1.33814 8.79917 0.0 0.3 -0.1
H -8.85925 -2.65583 7.78116 0.1 0.0 0.1
H -6.13446 -1.33434 7.52349 0.0 0.0 -0.1
H -5.12665 -3.39961 8.31549 0.1 0.1 0.1
H -6.73551 -4.04884 8.67162 0.1 0.0 0.1
H -5.62721 -2.53702 11.77254 0.0 0.1 -0.1
H -4.43809 -3.21680 10.67448 0.0 -0.4 -0.2
H -6.02003 -4.07321 11.04018 0.4 -0.3 -0.1
H -5.71893 -3.13698 6.04894 -0.1 -0.1 -0.3
H -7.04359 -2.35809 5.51257 0.0 -0.1 -0.1
```
Positions in Å, forces in eV/Å.

How positive or negative is each atom? The Löwdin charges in e answer that: 0.665 -0.345 -0.390 -0.350 -0.343 -0.070 -0.002 -0.024 -0.060 0.006 0.033 -0.066 0.006 0.025 -0.047 -0.430 -0.229 -0.184 -0.103 0.068 0.086 0.081 0.071 0.111 0.119 0.127 0.081 0.085 0.083 0.023 0.071 -0.054 -0.429 -0.190 -0.193 -0.121 0.041 0.064 0.066 0.062 0.136 0.096 0.120 0.082 0.081 0.086 0.076 0.062 -0.076 -0.447 -0.217 -0.188 -0.081 0.072 0.056 0.073 0.076 0.098 0.129 0.118 0.067 0.073 0.091 0.058 0.029 -0.059 -0.456 -0.216 -0.187 -0.116 0.072 0.063 0.072 0.080 0.125 0.117 0.133 0.085 0.074 0.087 0.047 0.064



Record 3
One molecule with the formula C4H6ClFN2. Source: the OMol25 dataset; level of theory: wB97M-V/def2-TZVPD.

Summary:
**Orbital gap**: 0.3705 hartree
**Energy**: -22463.045 eV
**F_max**: 0.75 eV/A
**E_HOMO**: -9.19 eV
**Energy above the lowest of the compared OMol25 structures with the same formula, charge and spin**: 1.932 eV

```
14
Properties=species:S:1:pos:R:3:forces:R:3
C 3.07740 -0.74847 0.03667 -0.1 0.3 -0.2
N 2.70994 0.38478 -0.42380 -0.5 -0.4 0.3
N 1.37517 0.72369 -0.36498 0.5 -0.3 0.1
C 0.37727 -0.28292 -0.23126 0.1 0.0 -0.2
C -0.13048 -0.59008 1.17885 0.6 0.3 0.4
C -0.95632 0.18349 0.24444 -0.1 -0.2 -0.4
F -1.11282 1.50591 0.44856 -0.1 0.2 0.1
Cl -2.40481 -0.52551 -0.45568 0.1 0.1 0.1
H 2.39633 -1.50191 0.45548 0.3 0.3 -0.1
H 4.14465 -0.93735 -0.00914 -0.1 -0.1 0.1
H 1.18654 1.43555 -1.04118 -0.1 0.2 -0.2
H 0.40156 -1.10143 -0.95640 -0.1 0.1 0.2
H 0.35713 -0.05090 1.98965 -0.1 0.1 -0.3
H -0.39202 -1.59486 1.42031 -0.3 -0.5 0.0
```
Positions in Å, forces in eV/Å.

How positive or negative is each atom? The natural (NBO) charges in e answer that: -0.197 -0.203 -0.440 -0.131 -0.464 0.334 -0.315 -0.018 0.161 0.192 0.382 0.213 0.249 0.236